Entry 1:
Computed, not measured: C3H8O3 as an isolated structure in a non-equilibrium geometry, with ωB97M-V/def2-TZVPD.

Results
* LUMO energy (spin up / spin down): -4.2 / -10.1 eV
* multiplicity: 2
* total charge: +1
* <S²>: 0.76
* energy above the lowest of the compared OMol25 structures with the same formula, charge and spin: 0.0 kcal/mol
* HOMO level (spin up / spin down): -16.43 / -16.35 eV
* electronic energy: -344.440271 a.u.
* strongest force on any atom: 4.1 eV Å⁻¹
* gap between HOMO and LUMO (spin up / spin down): 0.4481 / 0.2292 hartree

```
14
C3H8O3 ωB97M-V/def2-TZVPD
H 1.1718 -1.3781 -1.4305
O 1.8019 -2.4462 -0.9814
O 0.5078 -0.3565 -1.3489
H 1.5821 -2.1182 -0.0713
H 1.0857 -3.1035 -1.0953
C 0.0967 -0.1561 -0.1431
O 0.0783 -0.9955 0.7535
C -0.2501 1.2743 0.0403
H 0.6894 1.8207 0.3586
H -0.3743 1.8838 -0.8893
C -1.4251 1.4494 1.0107
H -1.6745 2.4434 1.3196
H -2.2972 0.8767 0.6598
H -0.9923 0.8057 1.8173
```

Atomic partial charges in e from the Löwdin method, atoms 1 to 6: 0.149 0.111 0.135 0.104 0.142 -0.462

Entry 2:
Computed, not measured: C5H8FNO as an isolated structure in a non-equilibrium geometry, with ωB97M-V/def2-TZVPD.

Results
* LUMO energy: 1.0 eV
* energy above the lowest of the compared OMol25 structures with the same formula, charge and spin: 46.3 kcal/mol
* HOMO level: -9.74 eV
* electronic energy: -425.131355 a.u.
* strongest force on any atom: 1.4 eV Å⁻¹
* gap between HOMO and LUMO: 0.3953 hartree

```
16
C5H8FNO ωB97M-V/def2-TZVPD
C 0.3483 0.6347 -1.0348
C 0.8061 -0.8146 -0.6947
C 0.0985 -0.9508 0.6626
C -0.5925 0.8435 0.1656
C -1.3253 -0.5064 0.2956
H 1.7330 1.5538 -0.1269
H -0.1563 0.6975 -2.0090
H 1.9163 -0.8602 -0.5668
H 0.4834 -1.5598 -1.4270
H 0.2930 -1.8194 1.2564
H -0.1807 0.4487 2.1545
H -1.1308 1.8048 0.2569
H -1.8626 -0.9492 -0.5489
N 0.3505 0.4077 1.2516
O 1.3890 1.5854 -1.0349
F -2.1701 -0.5157 1.3997
```

Atomic partial charges in e from the Löwdin method, atoms 1 to 6: -0.340 -0.075 -0.237 -0.196 -0.217 0.086

> What is the formula in the first record?

C3H8O3

> The highest energy above the lowest of the compared OMol25 structures with the same formula, charge and spin belongs to which entry?

C5H8FNO